Below is a single C6H9N molecule, with properties calculated with wB97M-V/def2-TZVPD.

Atoms and positions in Å:
C1 -1.425 2.024 -0.131
C2 -0.530 0.903 0.305
C3 -0.696 0.008 1.335
C4 0.357 -1.906 -0.349
C5 0.495 -0.813 1.173
C6 1.311 -0.356 0.075
N1 0.673 0.715 -0.432
H1 -2.263 2.080 0.568
H2 -1.831 1.863 -1.139
H3 -0.905 2.991 -0.132
H4 1.201 -2.371 -0.870
H5 -0.351 -1.470 -1.053
H6 -0.139 -2.675 0.242
H7 0.876 -1.511 1.918
H8 2.329 -0.610 -0.183
H9 0.897 1.130 -1.327

Results
frontier orbital gap = 7.72 eV
LUMO = 0.62 eV
total energy = -288.610830 Eh
E_HOMO = -7.1 eV
relative energy (zero: lowest compared OMol25 entry of this formula, charge and spin) = 4.659 eV
largest force on an atom = 0.64 eV/Å

***

Below is a single C3H8P2 molecule in a non-equilibrium geometry, with properties calculated with wB97M-V/def2-TZVPD.

Atoms and positions in Å:
C1 -1.995 -1.750 0.261
P1 -0.520 -0.864 -0.037
C2 -1.029 0.753 -0.817
P2 1.907 -0.969 -0.265
C3 2.271 0.645 0.664
H1 -2.827 -1.083 0.202
H2 -2.204 -2.793 0.584
H3 -2.012 1.043 -0.722
H4 -0.600 0.448 -1.764
H5 -0.266 1.381 -0.504
H6 2.029 0.707 1.665
H7 1.985 1.554 0.177
H8 3.261 0.928 0.556

Results
frontier orbital gap (alpha / beta) = 6.62 / 6.62 eV
LUMO (alpha / beta) = -0.37 / -0.37 eV
total energy = -801.654323 Eh
E_HOMO (alpha / beta) = -7.0 / -7.0 eV
relative energy (zero: lowest compared OMol25 entry of this formula, charge and spin) = 2.640 eV
SMILES = C=P(C)=PC
largest force on an atom = 4.05 eV/Å

***

Below is a molecular structure, C44H54N3O4Ti in a non-equilibrium geometry, with properties calculated with wB97M-V/def2-TZVPD.

Atoms and positions in Å:
Ti1 0.037 1.348 -1.485
C1 -0.579 -5.639 -0.888
C2 -1.794 -4.797 -0.466
C3 -1.853 -4.693 1.067
C4 -3.058 -5.521 -0.939
C5 -1.673 -3.391 -1.048
C6 -0.566 -2.621 -0.692
C7 -0.440 -1.333 -1.175
N1 0.574 -0.364 -0.975
C8 1.773 -0.525 -0.274
C9 2.366 -1.738 0.019
C10 3.445 -1.802 0.888
C11 3.932 -0.623 1.424
C12 3.425 0.650 1.134
C13 2.375 0.664 0.213
O1 1.562 1.787 -0.245
C14 4.018 1.837 1.912
C15 2.909 2.813 2.349
C16 4.690 1.358 3.209
C17 5.110 2.535 1.089
C18 3.992 -3.170 1.280
C19 4.573 -3.862 0.039
C20 2.840 -4.010 1.860
C21 5.084 -3.081 2.350
C22 -1.496 -0.781 -1.931
O2 -1.313 0.552 -2.142
C23 -2.574 -1.539 -2.372
C24 -2.623 -2.856 -1.911
C25 -3.630 -0.946 -3.307
C26 -4.677 -1.985 -3.704
C27 -2.940 -0.446 -4.590
C28 -4.354 0.219 -2.607
H1 -0.691 -6.662 -0.524
H2 0.354 -5.240 -0.485
H3 -0.499 -5.669 -1.976
H4 -1.976 -5.685 1.505
H5 -2.701 -4.075 1.369
H6 -0.945 -4.252 1.481
H7 -3.100 -6.504 -0.470
H8 -3.051 -5.668 -2.020
H9 -3.960 -4.976 -0.657
H10 0.170 -3.040 -0.023
H11 1.978 -2.631 -0.445
H12 4.764 -0.683 2.103
H13 2.171 2.293 2.965
H14 2.398 3.295 1.520
H15 3.351 3.609 2.948
H16 4.016 0.740 3.804
H17 4.963 2.230 3.803
H18 5.609 0.806 3.011
H19 4.744 2.914 0.149
H20 5.930 1.841 0.893
H21 5.506 3.379 1.658
H22 3.818 -4.015 -0.733
H23 4.979 -4.835 0.319
H24 5.378 -3.263 -0.389
H25 2.073 -4.230 1.115
H26 2.368 -3.484 2.693
H27 3.227 -4.960 2.231
H28 5.960 -2.539 1.990
H29 5.402 -4.090 2.613
H30 4.712 -2.601 3.257
H31 -3.447 -3.476 -2.228
H32 -4.220 -2.836 -4.213
H33 -5.389 -1.530 -4.393
H34 -5.234 -2.347 -2.838
H35 -2.432 -1.271 -5.093
H36 -2.207 0.330 -4.382
H37 -3.684 -0.036 -5.276
H38 -4.839 -0.129 -1.693
H39 -5.117 0.634 -3.267
H40 -3.660 1.016 -2.349
N2 2.796 3.799 -0.968
C29 1.849 2.960 -0.858
C30 -4.823 3.315 2.939
C31 -3.599 2.634 2.395
C32 -3.017 1.583 3.090
C33 -1.905 0.923 2.593
C34 -1.349 1.337 1.399
C35 -1.912 2.401 0.699
N3 -1.307 2.788 -0.577
C36 -0.404 3.922 -0.571
C37 -0.401 4.955 0.267
C38 0.624 5.994 0.177
C39 1.636 5.952 -0.687
C40 1.861 4.788 -1.598
C41 0.730 3.723 -1.536
C42 0.352 3.099 -2.917
O3 -0.348 3.685 -3.696
O4 0.851 1.887 -3.036
C43 -3.048 3.051 1.173
C44 -3.718 4.154 0.397
H41 -5.108 2.894 3.900
H42 -5.662 3.196 2.250
H43 -4.655 4.386 3.069
H44 -3.449 1.264 4.030
H45 -1.477 0.085 3.127
H46 -0.481 0.815 1.020
H47 -2.046 2.952 -1.263
H48 -1.172 5.061 1.019
H49 0.521 6.840 0.843
H50 2.368 6.747 -0.744
H51 2.168 5.084 -2.600
H52 -3.200 4.408 -0.526
H53 -3.791 5.062 0.998
H54 -4.738 3.860 0.142

Results
frontier orbital gap = 7.17 eV
net charge = +1
LUMO = -3.35 eV
total energy = -3023.570394 Eh
E_HOMO = -10.5 eV
largest force on an atom = 2.61 eV/Å

***

Below is 2 unconnected molecules or ions with the total composition C2H10N3 in a non-equilibrium geometry, with properties calculated with wB97M-V/def2-TZVPD.

Atoms and positions in Å:
C1 2.264 0.109 1.502
N1 0.900 -0.385 1.666
H1 2.822 0.029 2.429
H2 2.251 1.086 1.114
H3 2.716 -0.600 0.794
H4 0.827 -1.274 1.143
H5 0.593 -0.271 2.731
H6 0.190 0.280 1.101
N2 -0.622 0.484 -2.211
C2 -1.579 0.217 -1.268
N3 -1.441 -0.391 -0.102
H7 -0.745 1.009 -3.027
H8 0.325 0.248 -2.061
H9 -2.632 0.164 -1.530
H10 -2.320 -0.587 0.431

Results
frontier orbital gap (alpha / beta) = 12.54 / 7.54 eV
net charge = +2
multiplicity = 2
LUMO (alpha / beta) = -8.80 / -13.43 eV
total energy = -245.694579 Eh
E_HOMO (alpha / beta) = -21.3 / -21.0 eV
relative energy (zero: lowest compared OMol25 entry of this formula, charge and spin) = 1.339 eV
largest force on an atom = 4.63 eV/Å